No. 1
Molecular formula: C3Li2O6
Method: DFT, ωB97M-V/def2-TZVPD

Geometry (Å):
C  0.675  -0.093  0.392
O  1.692  -0.513  -0.110
C  0.565  0.398  1.888
O  -0.569  0.852  2.201
O  1.584  0.310  2.568
Li  1.710  -0.840  -1.907
Li  -1.884  0.869  0.834
O  -0.475  0.103  -0.232
O  -0.142  -0.736  -2.381
O  -2.165  -0.023  -1.649
C  -0.989  -0.327  -1.604

As for the spin multiplicity: 1.

No. 2
Molecular formula: C10H17O5
Method: DFT, ωB97M-V/def2-TZVPD

Geometry (Å):
C  1.613  -1.692  -1.070
C  0.465  -1.695  -0.444
C  -0.501  -2.917  -0.285
C  1.803  0.370  1.842
C  0.335  2.782  -0.609
C  -2.133  -0.031  -1.302
C  0.253  0.234  1.789
C  0.593  1.256  -0.663
C  -1.751  0.375  0.143
C  -0.182  0.344  0.269
O  -1.209  -2.941  0.737
O  -0.412  -3.673  -1.249
O  -0.135  -0.951  2.475
O  0.472  1.021  -2.105
O  -2.310  -0.445  1.122
H  2.313  -0.746  -1.208
H  2.160  -2.612  -1.598
H  1.945  0.538  2.964
H  2.163  -0.718  1.534
H  2.103  1.272  1.307
H  -0.584  2.893  -0.995
H  0.358  2.981  0.515
H  1.051  3.465  -1.004
H  -1.754  -0.971  -1.683
H  -3.259  -0.259  -1.171
H  -1.813  0.858  -2.034
H  -0.333  1.164  2.185
H  1.607  1.261  -0.352
H  -1.882  1.434  0.489
H  0.092  -1.572  1.785
H  0.779  0.213  -2.465
H  -1.847  -1.238  1.080

As for the spin multiplicity: 1. As for the charge: -1.

No. 3
Molecular formula: C45H35CrN3O3S2Te
Method: DFT, ωB97M-V/def2-TZVPD

Geometry (Å):
Cr  -0.168  0.585  -0.226
S  4.048  2.205  -0.112
C  4.187  0.490  0.228
C  5.333  -0.229  0.468
C  5.225  -1.603  0.683
C  3.977  -2.217  0.653
C  2.824  -1.500  0.423
C  2.902  -0.110  0.210
N  1.884  0.737  -0.037
C  2.291  2.009  -0.206
C  1.356  3.056  -0.248
C  1.709  4.406  -0.413
C  0.748  5.380  -0.259
C  -0.552  5.011  0.058
C  -0.897  3.662  0.150
C  0.010  2.629  -0.031
H  6.294  0.266  0.478
H  6.119  -2.185  0.862
H  3.910  -3.287  0.811
H  1.865  -1.989  0.374
H  2.737  4.660  -0.651
H  1.003  6.429  -0.380
H  -1.309  5.773  0.212
H  -1.935  3.430  0.373
O  -2.221  0.502  0.293
N  -3.492  0.707  -0.001
C  -4.175  1.547  0.796
C  -5.509  1.804  0.620
C  -6.184  1.134  -0.410
C  -5.484  0.274  -1.216
C  -4.103  0.037  -1.048
S  -3.225  -0.969  -2.044
H  -3.579  1.996  1.580
H  -6.015  2.495  1.275
H  -7.241  1.298  -0.566
H  -5.965  -0.265  -2.018
O  -1.124  -1.987  1.559
C  -0.680  -2.268  0.402
O  -0.221  -1.435  -0.410
C  -0.592  -3.701  0.037
C  0.004  -4.066  -1.174
C  0.195  -5.397  -1.472
C  -0.203  -6.383  -0.576
C  -0.829  -6.023  0.611
C  -1.030  -4.694  0.916
H  0.325  -3.291  -1.855
H  0.677  -5.675  -2.401
H  -0.023  -7.428  -0.797
H  -1.139  -6.793  1.306
H  -1.501  -4.395  1.841
C  1.024  -1.076  3.375
Te  -0.529  0.161  2.453
C  0.518  1.517  3.942
C  0.710  0.627  5.108
C  0.545  1.001  6.434
C  0.717  0.073  7.452
C  1.038  -1.239  7.156
C  1.164  -1.635  5.832
C  0.998  -0.716  4.813
H  1.981  -0.798  2.923
H  0.856  -2.136  3.199
H  -0.009  2.434  4.203
H  1.483  1.790  3.504
H  0.263  2.018  6.678
H  0.598  0.378  8.484
H  1.174  -1.961  7.951
H  1.366  -2.672  5.595
C  -1.681  3.972  -4.395
C  -0.573  3.281  -4.861
C  -0.069  2.211  -4.156
C  -0.665  1.779  -2.954
C  -1.779  2.501  -2.500
C  -2.269  3.577  -3.203
N  -0.140  0.729  -2.253
C  0.346  -0.302  -3.030
C  -0.420  -0.804  -4.098
C  0.038  -1.836  -4.886
C  1.283  -2.403  -4.659
C  2.051  -1.924  -3.610
C  1.595  -0.894  -2.813
H  -2.082  4.804  -4.957
H  -0.093  3.586  -5.784
H  0.814  1.697  -4.512
H  -2.265  2.182  -1.596
H  -3.129  4.113  -2.822
H  -1.400  -0.385  -4.270
H  -0.585  -2.209  -5.688
H  1.649  -3.203  -5.289
H  3.027  -2.350  -3.412
H  2.222  -0.530  -2.019

As for the spin multiplicity: 5. As for the charge: -2.

No. 4
Molecular formula: C18H15Cl3N6Na
Method: DFT, ωB97M-V/def2-TZVPD

Geometry (Å):
Na  0.175  1.369  0.193
C  -2.069  -0.881  1.631
N  -0.695  -0.552  1.976
C  0.306  -1.515  1.552
C  1.648  -0.870  1.466
N  1.845  0.350  1.042
C  3.201  0.558  1.075
C  3.946  1.676  0.726
C  5.315  1.587  0.853
C  5.936  0.421  1.312
C  5.213  -0.702  1.661
C  3.835  -0.613  1.541
N  2.809  -1.498  1.784
C  -2.598  0.043  0.579
N  -1.895  0.968  -0.014
C  -2.750  1.616  -0.871
C  -2.511  2.675  -1.735
C  -3.577  3.147  -2.470
C  -4.848  2.580  -2.350
C  -5.103  1.518  -1.505
C  -4.032  1.040  -0.766
N  -3.893  0.033  0.164
H  -2.718  -0.789  2.510
H  -2.147  -1.919  1.276
H  -0.611  -0.397  2.973
H  0.034  -1.860  0.550
H  0.368  -2.397  2.215
H  3.460  2.576  0.372
H  5.928  2.435  0.594
H  7.011  0.399  1.392
H  5.693  -1.601  2.013
H  2.912  -2.439  2.124
H  -1.519  3.102  -1.820
H  -3.435  3.969  -3.154
H  -5.656  2.985  -2.937
H  -6.088  1.084  -1.423
H  -4.626  -0.578  0.485
Cl  1.031  -3.441  -4.205
C  0.193  -3.277  -2.643
Cl  -1.477  -3.903  -2.753
Cl  1.086  -4.165  -1.369
C  0.158  -1.901  -2.220
N  0.144  -0.830  -1.822

As for the spin multiplicity: 1. As for the charge: +1.

No. 5
Molecular formula: C3H4S2
Method: DFT, ωB97M-V/def2-TZVPD

Geometry (Å):
C  -0.116  -0.030  1.239
C  -1.134  0.280  0.085
C  1.113  -0.594  -0.806
S  0.649  0.855  2.305
S  0.163  0.874  -0.977
H  -1.678  -0.512  -0.373
H  -1.788  1.086  0.274
H  2.193  -0.489  -0.737
H  0.597  -1.470  -1.010

As for the spin multiplicity: 1.

No. 6
Molecular formula: C5H7NOS
Method: DFT, ωB97M-V/def2-TZVPD

Geometry (Å):
C  0.675  -0.462  -0.615
C  0.505  0.809  0.306
C  -0.970  1.277  -0.252
C  -1.624  -0.113  -0.062
C  -0.512  -0.982  0.301
H  2.936  -0.387  0.045
H  0.577  -0.286  -1.759
H  1.508  1.296  0.607
H  -1.724  2.320  -0.021
H  -0.482  1.574  -1.462
H  -0.783  -2.060  0.546
H  1.046  -0.816  1.506
N  0.139  -0.210  1.379
O  1.856  -1.242  -0.470
S  -3.146  -0.718  -0.049

As for the spin multiplicity: 1.

No. 7
Molecular formula: C12H10O2S
Method: DFT, ωB97M-V/def2-TZVPD

Geometry (Å):
C  -3.538  -0.776  -0.044
C  -3.129  -2.120  -0.067
C  -2.620  0.225  0.101
C  -1.803  -2.437  0.027
C  -0.264  0.939  0.336
C  0.552  -1.701  0.180
C  -1.244  -0.068  0.207
C  -0.830  -1.422  0.148
C  1.077  0.662  0.376
C  1.495  -0.714  0.268
C  2.122  1.792  0.507
C  2.125  2.794  -0.619
O  3.335  0.909  0.452
O  3.531  -1.705  -1.167
S  3.293  -1.319  0.194
H  -4.587  -0.539  -0.153
H  -3.871  -2.897  -0.180
H  -2.930  1.258  0.124
H  -1.476  -3.466  -0.019
H  -0.598  1.966  0.391
H  0.866  -2.735  0.114
H  2.092  2.234  1.503
H  1.246  3.433  -0.548
H  2.135  2.281  -1.577
H  3.021  3.407  -0.553

As for the spin multiplicity: 1.

No. 8
Molecular formula: C5H8N3O
Method: DFT, ωB97M-V/def2-TZVPD

Geometry (Å):
C  -2.706  0.692  0.175
C  -1.533  1.090  0.744
C  -1.355  -0.846  -0.234
C  -0.537  -2.133  -0.091
C  0.687  -0.238  0.660
N  -2.608  -0.507  -0.454
N  -0.642  0.102  0.479
N  1.515  0.538  -0.455
O  0.763  -1.617  0.297
H  -3.459  1.367  0.099
H  -1.154  1.962  1.135
H  -0.898  -2.633  0.722
H  -0.371  -2.700  -1.001
H  1.280  0.111  1.662
H  1.169  1.525  -0.531
H  1.500  -0.170  -1.132
H  2.468  0.683  -0.277

As for the spin multiplicity: 3. As for the charge: +1.

No. 9
Molecular formula: C5H8S2
Method: DFT, ωB97M-V/def2-TZVPD

Geometry (Å):
C  -1.085  1.772  1.648
C  2.137  -0.280  -0.858
C  1.047  0.335  -1.087
C  0.994  -1.084  -1.490
C  0.039  -2.028  -0.653
S  -2.742  1.643  1.707
S  -0.364  2.927  2.670
H  -2.921  0.593  0.670
H  3.194  -0.547  -0.505
H  0.712  1.348  -1.329
H  0.876  -1.286  -2.567
H  0.656  -2.590  0.008
H  -0.443  -2.732  -1.337
H  -0.627  -1.480  0.020
H  -1.472  3.410  3.102

As for the spin multiplicity: 1.

No. 10
Molecular formula: C16H26CeIOP2
Method: DFT, ωB97M-V/def2-TZVPD

Geometry (Å):
C  0.158  -0.040  -5.594
I  -1.501  -0.108  -4.081
H  1.110  0.074  -5.053
H  -0.062  0.811  -6.255
H  0.106  -0.973  -6.169
Ce  0.585  -0.058  -1.833
P  0.023  2.600  -1.085
C  -1.583  3.384  -1.409
C  0.668  3.445  0.387
H  0.569  4.533  0.251
H  1.075  4.481  -2.171
H  1.732  3.176  0.502
H  2.134  3.042  -2.211
H  -2.281  3.088  -0.614
H  0.122  3.103  1.276
C  1.102  3.397  -2.333
H  -1.471  4.478  -1.422
H  0.763  3.165  -3.350
H  -1.979  3.038  -2.374
P  0.106  -2.620  -0.761
C  -1.509  -3.454  -0.906
C  1.144  -3.583  -1.942
H  1.929  -3.186  0.690
H  0.508  -4.284  0.939
H  0.519  -2.588  1.614
C  0.828  -3.241  0.788
H  2.184  -3.225  -1.873
H  1.101  -4.646  -1.654
H  -1.396  -4.534  -0.724
H  -1.914  -3.284  -1.916
H  0.777  -3.449  -2.970
H  -2.199  -3.013  -0.172
C  -1.658  -0.068  -0.841
O  -2.729  -0.141  -0.405
C  0.534  -0.033  0.439
C  0.367  0.000  1.680
C  0.197  0.050  3.063
C  -0.533  -0.972  3.713
C  -0.595  -1.002  5.105
C  -0.070  0.048  5.869
C  0.508  1.139  5.211
C  0.733  1.110  3.831
H  -1.030  -1.738  3.105
H  -1.067  -1.849  5.591
H  -0.121  0.027  6.963
H  0.811  2.017  5.781
H  1.304  1.882  3.321

As for the spin multiplicity: 2. As for the charge: +2.

No. 11
Molecular formula: C4H4S
Method: DFT, ωB97M-V/def2-TZVPD

Geometry (Å):
C  1.978  -0.727  0.043
C  -0.708  -0.017  -0.121
C  0.498  -0.615  -0.060
C  -1.978  0.223  0.056
S  2.845  0.653  0.075
H  0.191  -1.733  -0.070
H  -2.183  0.279  1.078
H  -2.716  0.408  -0.657
H  2.073  1.528  -0.345

As for the spin multiplicity: 1.

No. 12
Molecular formula: C5H11NO
Method: DFT, ωB97M-V/def2-TZVPD

Geometry (Å):
C  -0.881  0.245  -1.304
C  0.288  0.266  -2.310
C  -0.604  -0.712  -0.156
N  0.211  -0.259  0.846
C  0.394  -1.175  1.972
C  0.335  1.151  1.134
O  -1.027  -1.852  -0.161
H  -1.134  1.240  -0.936
H  -1.777  -0.153  -1.776
H  0.846  1.199  -2.267
H  -0.034  0.104  -3.335
H  0.976  -0.541  -2.050
H  1.238  -0.807  2.548
H  0.641  -2.151  1.576
H  -0.506  -1.219  2.594
H  0.866  1.359  2.064
H  -0.646  1.631  1.256
H  0.815  1.672  0.305

As for the spin multiplicity: 1. Its SMILES is CCC(=O)N(C)C.

No. 13
Molecular formula: C2H4N4S
Method: DFT, ωB97M-V/def2-TZVPD

Geometry (Å):
C  -1.188  0.016  1.401
C  -1.703  -0.291  0.121
N  0.142  -0.060  1.319
N  -0.750  -0.654  -0.681
N  0.371  -0.496  0.097
N  1.587  -0.633  -0.277
S  2.219  1.586  -1.191
H  -1.771  0.259  2.163
H  -2.654  -0.204  -0.246
H  2.289  -0.325  0.402
H  2.510  1.879  0.073

As for the spin multiplicity: 1.

No. 14
Molecular formula: C22H38EuNO2P2Si
Method: DFT, ωB97M-V/def2-TZVPD

Geometry (Å):
C  4.194  1.575  0.416
C  2.787  1.392  0.320
N  2.267  0.468  -0.569
C  3.096  -0.412  -1.144
C  4.484  -0.324  -1.013
C  5.036  0.702  -0.248
C  1.890  2.194  1.106
P  0.558  1.602  2.106
Eu  -0.182  1.501  -1.025
P  0.801  -1.530  -2.393
C  2.572  -1.550  -2.004
C  -2.693  1.139  -0.482
C  -3.114  0.653  0.738
C  -4.493  0.777  1.063
C  -5.379  1.347  0.141
C  -4.918  1.794  -1.103
C  -3.536  1.674  -1.429
O  3.360  5.686  -0.449
O  -1.429  3.654  0.816
H  4.555  2.396  1.034
H  5.095  -1.065  -1.522
H  6.113  0.798  -0.157
C  1.302  0.530  3.406
C  0.173  3.092  3.136
H  3.118  -1.583  -2.961
H  2.760  -2.499  -1.476
H  3.776  6.544  -0.482
H  2.121  3.271  1.155
C  0.439  -3.036  -3.294
C  0.521  -0.144  -3.482
H  -2.420  0.168  1.438
H  -4.857  0.412  2.029
H  -6.439  1.439  0.392
H  -5.612  2.230  -1.828
H  -3.167  2.001  -2.415
H  0.023  2.177  -3.306
H  -2.292  3.251  0.969
H  -1.579  4.425  0.272
H  3.677  5.249  -1.265
H  -0.208  2.842  -3.055
H  1.786  1.160  4.169
H  0.487  -0.060  3.855
H  2.024  -0.162  2.955
H  1.025  3.303  3.798
H  -0.001  3.960  2.487
H  -0.739  2.869  3.715
H  0.698  -0.484  -4.514
H  -0.535  0.180  -3.411
H  1.229  0.679  -3.259
H  1.113  -3.130  -4.157
H  0.545  -3.904  -2.629
H  -0.600  -2.982  -3.645
C  -0.389  -3.548  2.722
Si  -1.239  -3.522  1.053
C  -0.801  -5.112  0.146
C  -3.091  -3.395  1.248
C  -0.630  -2.094  0.028
C  -0.104  -1.472  -0.916
H  -0.414  -4.561  3.152
H  -0.872  -2.865  3.434
H  0.662  -3.248  2.618
H  -1.063  -5.995  0.741
H  -1.333  -5.186  -0.810
H  0.276  -5.164  -0.062
H  -3.369  -2.727  2.072
H  -3.535  -3.004  0.325
H  -3.532  -4.380  1.448

As for the spin multiplicity: 7.

No. 15
Molecular formula: C5H4S
Method: DFT, ωB97M-V/def2-TZVPD

Geometry (Å):
C  0.229  0.210  0.156
C  -1.009  -0.617  -0.210
C  -2.353  -0.901  0.010
C  1.523  -0.149  -0.131
C  2.635  -0.738  -0.019
H  -1.339  2.133  -0.008
H  0.110  0.244  1.358
H  -3.397  -1.219  -0.500
H  3.567  -1.072  -0.546
S  0.034  2.109  -0.110

As for the spin multiplicity: 1. Its SMILES is C#CC(S)C#C.

No. 16
Molecular formula: C21H26NO5
Method: DFT, ωB97M-V/def2-TZVPD

Geometry (Å):
O  -6.978  4.119  -2.325
C  -6.021  4.042  -3.145
O  -6.333  3.461  -4.421
C  -4.576  4.613  -2.786
C  -3.680  3.623  -1.904
C  -3.984  3.447  -0.383
C  -3.113  2.528  0.537
C  -1.902  1.751  -0.044
C  -1.603  1.882  -1.550
C  -2.476  2.805  -2.478
C  -2.065  2.853  -4.005
O  -2.812  3.256  -4.946
C  -0.619  2.319  -4.453
C  0.219  1.516  -3.631
C  -0.367  1.110  -2.204
O  0.222  0.156  -1.606
H  -6.280  2.482  -4.372
H  -4.756  5.543  -2.123
H  -4.028  5.017  -3.714
H  -4.847  3.987  0.154
H  -3.310  2.423  1.650
H  -1.253  1.111  0.635
H  -0.210  2.582  -5.489
H  1.264  1.180  -3.976
C  1.478  -0.411  1.924
C  2.576  -1.256  1.225
C  1.930  -2.225  0.211
C  1.224  -3.411  0.866
C  2.150  -4.125  1.843
C  2.782  -3.177  2.883
N  3.394  -1.965  2.259
O  4.560  -2.349  1.671
C  1.710  -2.757  3.917
C  3.803  -3.981  3.729
C  3.400  -0.208  0.431
H  0.525  -0.937  2.008
H  1.790  -0.094  2.924
H  1.257  0.507  1.370
H  2.696  -2.616  -0.468
H  1.213  -1.685  -0.416
H  0.313  -3.082  1.375
H  0.901  -4.111  0.090
H  1.591  -4.919  2.350
H  2.937  -4.630  1.271
H  2.109  -2.018  4.618
H  1.382  -3.618  4.507
H  0.805  -2.350  3.471
H  4.577  -4.453  3.120
H  3.305  -4.789  4.274
H  4.292  -3.339  4.469
H  3.882  0.507  1.104
H  2.755  0.353  -0.249
H  4.172  -0.667  -0.195

As for the spin multiplicity: 2.

It is found that the DFT total energy values, taken in the order of the records, are -15810.1281, -20879.7974, -115232.9631, -69830.5789, -24841.9338, -19663.9148, -27533.6033, -11819.5435, -26979.2382, -58651.4952, -15042.2626, -8901.0330, -18929.7633, -74791.5473, -16077.8239, -33918.3315 eV.
It is found that the M values, taken in the order of the records, are 145.91, 217.24, 909.52, 444.71, 104.20, 129.18, 218.28, 126.14, 132.25, 563.35, 84.14, 101.15, 116.15, 590.55, 96.15, 372.44 g/mol.